A single C2H4ClFO molecule at a distorted geometry. Source: the Open Molecules 2025 dataset; level of theory: wB97M-V/def2-TZVPD.

Geometry as XYZ:
```
9
C2H4ClFO (wB97M-V/def2-TZVPD)
C 0.35 0.76 -0.24
C -0.67 -0.36 0.06
H 1.32 -0.63 0.77
H 0.04 1.69 0.51
H 0.07 1.20 -1.16
H -1.74 -0.21 0.39
O 1.60 0.13 0.10
F -0.10 -1.14 0.98
Cl -0.88 -1.45 -1.42
```

**ΔE to the lowest compared entry with this formula, charge and spin**: 1.2294 eV
**HOMO**: -0.38758 Ha
**Charge**: 0

Results of the Mulliken charge analysis, in e, for atoms 1 through 2: atom 1 (C): -0.379, atom 2 (C): 0.133

=====

2 unconnected molecules or ions with the total composition C4H8NO6 at a distorted geometry. Source: the Open Molecules 2025 dataset; level of theory: wB97M-V/def2-TZVPD.

Geometry as XYZ:
```
19
C4H8NO6 (wB97M-V/def2-TZVPD)
C -1.69 -1.11 -1.34
C -0.84 -0.61 -0.17
C -0.89 -1.53 1.07
C 0.62 -0.31 -0.65
O 1.52 -0.60 0.39
N 2.86 0.06 -0.04
O 2.75 0.66 -1.08
O 3.73 -0.15 0.77
O -1.15 0.72 0.19
O -2.80 0.48 0.86
O -3.63 0.30 -0.05
H -1.30 -2.06 -1.74
H -2.72 -1.25 -0.99
H -1.68 -0.35 -2.13
H -0.56 -2.54 0.80
H -0.20 -1.12 1.82
H -1.91 -1.54 1.44
H 0.87 -0.97 -1.51
H 0.65 0.74 -1.02
```

**Multiplicity**: 2
**HOMO (alpha / beta)**: -0.39270 / -0.38750 Ha
**Charge**: 0

Results of the Mulliken charge analysis, in e, for atoms 1 through 2: atom 1 (C): -1.657, atom 2 (C): 1.796

=====

16 unconnected molecules or ions with the total composition C81H187N7O25 at a distorted geometry. Source: the Open Molecules 2025 dataset; level of theory: wB97M-V/def2-TZVPD.

Geometry as XYZ:
```
300
C81H187N7O25 (wB97M-V/def2-TZVPD)
C 2.33 -3.00 2.66
C 3.27 -4.19 2.99
C 4.35 -3.74 4.00
C 5.10 -4.90 4.63
C 4.14 -5.89 5.30
C 3.03 -6.45 4.33
N 2.44 -5.26 3.64
O 1.37 -5.67 2.87
C 3.61 -7.63 3.42
C 1.99 -7.10 5.27
C 3.97 -4.70 1.62
H 2.31 -2.28 3.47
H 1.29 -3.24 2.45
H 2.61 -2.42 1.78
H 5.19 -3.15 3.63
H 3.88 -3.23 4.84
H 5.91 -4.53 5.26
H 5.60 -5.55 3.90
H 3.63 -5.55 6.20
H 4.70 -6.78 5.58
H 3.72 -8.54 4.01
H 2.98 -7.85 2.56
H 4.57 -7.33 3.01
H 1.50 -6.36 5.90
H 1.36 -7.75 4.66
H 2.47 -7.90 5.85
H 4.87 -5.26 1.82
H 4.28 -3.94 0.91
H 3.32 -5.40 1.09
H 0.65 -5.19 3.30
C -2.04 1.99 -9.51
C -1.96 1.84 -7.93
C -3.35 2.45 -7.46
C -3.79 2.08 -6.06
C -3.71 0.58 -5.85
C -2.30 -0.02 -6.19
N -1.87 0.44 -7.52
O -0.65 -0.11 -7.94
C -1.28 0.24 -5.01
C -2.49 -1.54 -6.34
C -0.91 2.78 -7.31
H -2.01 2.99 -9.92
H -3.05 1.74 -9.82
H -1.28 1.39 -10.01
H -3.38 3.54 -7.43
H -4.12 2.07 -8.13
H -4.77 2.46 -5.79
H -3.09 2.58 -5.38
H -4.62 0.08 -6.19
H -3.74 0.42 -4.77
H -1.47 1.18 -4.49
H -1.31 -0.61 -4.34
H -0.29 0.20 -5.46
H -2.75 -2.04 -5.41
H -3.27 -1.83 -7.04
H -1.58 -1.94 -6.80
H -1.12 2.93 -6.26
H -0.97 3.78 -7.75
H 0.14 2.47 -7.33
H -0.96 -0.82 -8.52
C 3.53 6.24 -1.11
C 3.52 4.96 -2.02
C 2.30 4.13 -1.67
C 2.00 3.09 -2.76
C 1.81 3.76 -4.11
C 2.99 4.63 -4.59
N 3.51 5.40 -3.44
O 4.63 6.16 -3.89
C 3.98 3.63 -5.20
C 2.42 5.47 -5.73
C 4.76 4.07 -1.60
H 3.37 5.93 -0.08
H 2.76 6.99 -1.32
H 4.51 6.72 -1.20
H 2.37 3.65 -0.69
H 1.41 4.76 -1.75
H 1.05 2.63 -2.49
H 2.77 2.32 -2.73
H 0.93 4.41 -4.12
H 1.66 2.98 -4.85
H 3.52 3.06 -6.00
H 4.88 4.09 -5.61
H 4.32 2.92 -4.44
H 1.93 4.80 -6.43
H 1.68 6.21 -5.40
H 3.34 5.83 -6.19
H 5.60 4.73 -1.39
H 4.87 3.29 -2.35
H 4.60 3.49 -0.69
H 4.31 6.98 -4.26
C -3.78 0.44 1.64
C -3.07 -0.72 0.91
C -3.50 -0.75 -0.59
C -2.70 0.20 -1.46
C -1.17 -0.04 -1.34
C -0.67 0.11 0.17
N -1.56 -0.75 1.04
O -1.05 -1.07 2.26
C 0.81 -0.43 0.10
C -0.66 1.68 0.61
C -3.60 -2.05 1.46
H -4.84 0.29 1.45
H -3.52 1.44 1.31
H -3.57 0.48 2.71
H -3.48 -1.77 -0.96
H -4.56 -0.50 -0.68
H -2.86 1.20 -1.05
H -3.05 0.22 -2.49
H -0.73 0.74 -1.96
H -0.89 -1.03 -1.72
H 1.37 -0.09 0.98
H 0.83 -1.50 0.33
H 1.25 -0.01 -0.80
H 0.28 2.19 0.40
H -1.44 2.29 0.15
H -0.73 1.66 1.69
H -3.19 -2.93 0.97
H -4.69 -2.10 1.41
H -3.14 -2.16 2.44
H -0.96 -2.02 2.16
C 0.67 4.90 2.21
C -0.17 5.97 2.89
C 0.16 7.43 2.45
C -0.43 7.82 1.11
C -1.95 7.79 1.27
C -2.40 6.30 1.62
N -1.55 5.70 2.73
O -2.00 4.53 3.29
C -3.87 6.44 2.20
C -2.35 5.50 0.25
C 0.16 5.91 4.46
H 0.37 4.75 1.17
H 0.60 3.96 2.76
H 1.70 5.27 2.26
H -0.40 8.00 3.19
H 1.21 7.72 2.48
H -0.14 7.11 0.34
H -0.10 8.83 0.89
H -2.49 8.07 0.36
H -2.24 8.54 2.00
H -3.80 6.99 3.14
H -4.52 6.93 1.48
H -4.29 5.49 2.52
H -2.66 4.46 0.39
H -3.04 5.92 -0.48
H -1.33 5.43 -0.14
H -0.65 6.43 4.96
H 1.10 6.46 4.60
H 0.12 4.89 4.83
H -2.40 4.77 4.13
C 2.14 -1.22 -6.01
C 2.53 -2.42 -5.09
C 3.63 -3.26 -5.80
C 5.07 -2.70 -5.71
C 5.29 -2.29 -4.30
C 4.26 -1.29 -3.63
N 2.97 -2.03 -3.72
O 2.01 -1.40 -3.06
C 4.50 -1.17 -2.06
C 4.33 0.11 -4.33
C 1.29 -3.31 -5.02
H 1.23 -1.48 -6.53
H 2.82 -0.98 -6.83
H 2.03 -0.30 -5.45
H 3.66 -4.22 -5.28
H 3.34 -3.34 -6.85
H 5.07 -1.86 -6.41
H 5.89 -3.31 -6.09
H 6.23 -1.79 -4.49
H 5.53 -3.09 -3.60
H 4.23 -2.04 -1.45
H 5.55 -1.05 -1.81
H 4.06 -0.29 -1.61
H 3.45 0.68 -4.04
H 5.24 0.62 -4.02
H 4.35 -0.03 -5.41
H 1.18 -3.79 -5.99
H 0.43 -2.70 -4.75
H 1.38 -4.04 -4.21
H 1.50 -2.17 -2.81
C 8.72 1.57 4.85
C 7.80 2.07 3.77
C 8.35 1.71 2.32
C 7.37 2.01 1.19
C 6.21 1.05 1.41
C 5.45 1.28 2.81
N 6.49 1.35 3.87
O 5.95 1.48 5.16
C 4.54 2.46 2.69
C 4.62 0.02 3.06
C 7.65 3.59 3.93
H 9.65 2.08 4.60
H 8.81 0.49 4.83
H 8.47 1.95 5.84
H 9.22 2.34 2.16
H 8.69 0.68 2.18
H 7.82 1.82 0.21
H 7.19 3.08 1.17
H 6.56 0.04 1.19
H 5.47 1.21 0.62
H 4.25 2.70 3.72
H 4.99 3.32 2.19
H 3.59 2.29 2.18
H 5.15 -0.92 2.92
H 4.15 0.03 4.04
H 3.75 0.00 2.40
H 7.36 3.92 4.93
H 6.91 4.03 3.27
H 8.65 3.97 3.72
H 5.98 0.58 5.49
C -4.09 4.05 5.82
C -4.51 2.77 5.03
O -4.39 1.55 5.78
O -2.64 4.09 6.05
H -4.52 3.99 6.82
H -4.38 4.98 5.33
H -3.85 2.74 4.16
H -5.56 2.79 4.77
H -3.46 1.46 6.00
H -2.43 3.45 6.74
C -6.45 1.33 -2.77
C -7.59 1.38 -1.70
O -7.51 2.66 -1.09
O -6.85 1.79 -4.04
H -5.96 0.36 -2.88
H -5.64 1.96 -2.41
H -7.41 0.75 -0.83
H -8.55 1.30 -2.21
H -8.05 3.32 -1.53
H -7.03 2.73 -4.02
C 0.84 -4.74 -0.83
C -0.37 -4.30 -0.12
O -1.48 -3.87 -0.94
O 1.53 -3.61 -1.38
H 0.55 -5.38 -1.66
H 1.37 -5.34 -0.09
H -0.20 -3.59 0.69
H -0.66 -5.17 0.47
H -1.20 -3.09 -1.42
H 2.37 -3.92 -1.72
C -4.55 -5.48 1.23
C -5.62 -6.42 0.77
O -6.91 -5.89 1.11
O -4.53 -5.36 2.67
H -4.61 -4.49 0.78
H -3.55 -5.81 0.94
H -5.54 -7.40 1.24
H -5.52 -6.50 -0.31
H -7.00 -5.14 0.52
H -5.35 -4.95 2.93
C -6.61 -2.93 4.68
C -5.64 -1.70 4.76
O -6.07 -0.83 5.81
O -6.42 -3.74 3.48
H -7.62 -2.53 4.67
H -6.61 -3.46 5.63
H -5.69 -1.20 3.79
H -4.58 -1.94 4.77
H -5.70 0.01 5.55
H -7.24 -4.18 3.28
C 0.59 1.98 5.06
C 1.14 0.54 4.91
O 2.13 0.35 5.90
O -0.04 2.06 6.40
H -0.12 2.16 4.25
H 1.39 2.70 4.88
H 1.39 0.30 3.87
H 0.41 -0.21 5.22
H 1.90 0.76 6.75
H 0.72 2.28 6.94
C -9.41 -1.59 0.38
C -7.99 -2.16 0.79
O -7.28 -2.75 -0.27
O -10.23 -2.65 -0.22
H -9.32 -0.83 -0.40
H -10.01 -1.22 1.21
H -8.08 -2.91 1.57
H -7.35 -1.33 1.10
H -7.92 -3.23 -0.81
H -10.91 -2.18 -0.71
C -2.76 -5.93 -3.45
C -3.65 -7.18 -3.67
O -2.80 -8.32 -3.97
O -3.51 -4.99 -2.71
H -2.50 -5.47 -4.40
H -1.86 -6.17 -2.89
H -4.43 -7.00 -4.42
H -4.10 -7.41 -2.71
H -3.34 -8.98 -4.42
H -2.97 -4.47 -2.10
C 0.41 -3.48 6.02
C -0.57 -3.44 4.89
O -0.86 -4.78 4.48
O -0.19 -4.02 7.19
H 0.76 -2.51 6.37
H 1.30 -4.00 5.69
H -0.13 -2.85 4.08
H -1.48 -2.89 5.12
H -1.71 -5.02 4.83
H -0.43 -4.95 7.15
```

**ΔE to the lowest compared entry with this formula, charge and spin**: 2.0085 eV
**HOMO**: -0.28562 Ha
**Charge**: 0

Results of the Mulliken charge analysis, in e, for atoms 1 through 2: atom 1 (C): 0.270, atom 2 (C): 1.572

=====

A molecular structure, C31H22Br4CrN6O2STe. Source: the Open Molecules 2025 dataset; level of theory: wB97M-V/def2-TZVPD.

Geometry as XYZ:
```
68
C31H22Br4CrN6O2STe (wB97M-V/def2-TZVPD)
Cr 0.15 0.10 -0.91
C 4.11 -2.84 1.94
C 2.73 -2.85 1.84
C 2.07 -1.84 1.14
C 2.79 -0.82 0.55
C 4.19 -0.82 0.63
C 4.83 -1.82 1.33
N 2.10 0.19 -0.20
N 2.83 1.16 -0.54
C 2.20 2.02 -1.43
C 2.88 3.19 -1.79
C 2.27 4.05 -2.69
C 1.02 3.72 -3.22
C 0.37 2.55 -2.84
C 0.94 1.65 -1.93
H 4.62 -3.63 2.47
H 2.15 -3.63 2.30
H 0.99 -1.84 1.08
H 4.75 -0.04 0.14
H 5.92 -1.82 1.39
H 3.85 3.40 -1.37
H 2.77 4.96 -2.99
H 0.55 4.38 -3.93
H -0.61 2.33 -3.25
Br -1.43 -6.33 -2.53
C -1.30 -4.69 -1.61
C -2.10 -4.43 -0.50
Br -3.35 -5.72 0.10
C -1.98 -3.22 0.18
Br -3.04 -2.80 1.69
C -1.08 -2.25 -0.23
O -0.86 -1.10 0.37
C -0.28 -2.51 -1.37
O 0.57 -1.55 -1.70
C -0.38 -3.72 -2.04
Br 0.75 -3.98 -3.52
C 0.83 0.27 5.74
Te 0.21 0.08 3.70
C -1.84 -0.23 4.21
H 0.65 -0.66 6.27
H 0.29 1.09 6.23
H 1.89 0.49 5.75
H -2.22 0.62 4.76
H -1.94 -1.14 4.79
H -2.37 -0.35 3.27
N 1.07 8.41 5.85
C 0.77 7.53 5.18
C 0.39 6.43 4.34
C 1.37 5.71 3.64
C 1.00 4.65 2.83
C -0.34 4.30 2.70
C -1.31 5.02 3.39
C -0.95 6.07 4.20
N -0.70 3.21 1.88
C -1.93 2.57 1.84
C -1.80 1.56 0.95
N -0.52 1.56 0.45
C 0.11 2.55 1.02
H 2.41 5.98 3.75
H 1.78 4.09 2.33
H -2.35 4.76 3.29
H -1.70 6.63 4.74
H -2.77 2.87 2.44
H -2.51 0.81 0.64
H 1.13 2.83 0.81
S -3.99 0.72 -3.24
C -2.59 0.50 -2.46
N -1.58 0.36 -1.88
```

**ΔE to the lowest compared entry with this formula, charge and spin**: 0.0889 eV
**Multiplicity**: 2
**HOMO (alpha / beta)**: -0.18114 / -0.18277 Ha
**Charge**: -1

Results of the Mulliken charge analysis, in e, for atoms 1 through 2: atom 1 (Cr): -1.257, atom 2 (C): -0.433

=====

A molecular structure, C20H25AuCl2N5O. Source: the Open Molecules 2025 dataset; level of theory: wB97M-V/def2-TZVPD.

Geometry as XYZ:
```
54
C20H25AuCl2N5O (wB97M-V/def2-TZVPD)
Au 0.66 -1.36 -1.26
Cl -1.93 4.19 1.52
C -1.03 2.92 2.31
C -0.31 3.22 3.46
C 0.43 2.27 4.10
Cl 1.35 2.71 5.53
C 0.46 0.94 3.62
C 1.20 -0.10 4.22
C 1.14 -1.36 3.70
C 0.34 -1.59 2.57
N -0.35 -0.65 1.98
C -0.29 0.62 2.46
C -1.04 1.64 1.70
O -1.62 1.37 0.63
H -0.33 4.24 3.84
H 1.80 0.11 5.09
H 1.71 -2.18 4.13
H 0.27 -2.58 2.14
C 2.80 0.46 0.56
C 3.42 -0.46 -0.44
C 4.76 -0.65 -0.73
C 4.82 -1.64 -1.75
C 3.52 -2.01 -2.02
C 3.01 -3.00 -3.01
N 2.67 -1.29 -1.22
H 3.52 1.20 0.90
H 2.44 -0.08 1.44
H 1.94 0.99 0.14
H 5.58 -0.13 -0.27
H 5.70 -2.04 -2.22
H 3.84 -3.47 -3.54
H 2.35 -2.53 -3.76
H 2.42 -3.79 -2.53
C -1.07 0.07 -3.61
N -1.96 0.44 -2.52
C -2.05 1.87 -2.28
C -2.20 -0.45 -1.51
N -1.38 -1.43 -1.26
N -3.37 -0.32 -0.84
C -4.47 0.49 -1.30
C -3.47 -0.76 0.54
H -1.39 0.60 -4.51
H -1.12 -1.00 -3.78
H -0.03 0.34 -3.40
H -1.05 2.31 -2.37
H -2.38 2.07 -1.27
H -2.70 2.35 -3.02
H -1.78 -2.11 -0.63
H -4.39 0.66 -2.37
H -4.49 1.46 -0.79
H -5.41 -0.03 -1.09
H -2.48 -0.95 0.95
H -4.12 -1.64 0.63
H -3.90 0.05 1.14
```

**HOMO**: -0.14423 Ha
**Charge**: -1

Results of the Mulliken charge analysis, in e, for atoms 1 through 2: atom 1 (Au): -0.050, atom 2 (Cl): -0.284

=====

2 unconnected molecules or ions with the total composition C5H11N3 at a distorted geometry. Source: the Open Molecules 2025 dataset; level of theory: wB97M-V/def2-TZVPD.

Geometry as XYZ:
```
19
C5H11N3 (wB97M-V/def2-TZVPD)
C 2.70 -0.84 -1.23
C -0.36 -0.29 2.09
C 0.26 -0.79 -1.02
C -2.07 -0.57 -1.49
C 0.90 1.58 1.17
N 1.46 -0.78 -1.14
N -0.85 -1.34 -1.12
N 0.25 0.30 1.17
H 3.30 -0.08 -1.69
H 3.29 -1.64 -0.81
H -0.23 0.18 3.16
H -0.89 -1.23 2.07
H -2.32 -0.26 -0.49
H -2.77 -1.28 -1.83
H -1.82 0.14 -2.17
H 1.11 1.94 0.16
H 1.78 1.56 1.77
H 0.12 2.36 1.56
H -1.06 -2.30 -1.30
```

**ΔE to the lowest compared entry with this formula, charge and spin**: 7.4538 eV
**HOMO (alpha / beta)**: -0.66423 / -0.66558 Ha
**Charge**: +2

Results of the Mulliken charge analysis, in e, for atoms 1 through 2: atom 1 (C): -0.079, atom 2 (C): -0.258

=====

A gas-phase ion, C5H7N2O2 (charge +1) at a distorted geometry. Source: the Open Molecules 2025 dataset; level of theory: wB97M-V/def2-TZVPD.

Geometry as XYZ:
```
16
C5H7N2O2 (wB97M-V/def2-TZVPD)
C 2.41 -0.93 -0.35
C 2.89 -0.27 -1.54
C 1.15 -0.65 0.17
C -1.60 0.12 0.55
C -0.53 1.09 0.12
N 0.58 0.51 -0.43
N 2.23 0.32 -2.40
O 0.65 -1.19 1.11
O 1.46 0.64 -3.19
H 3.10 -1.33 0.42
H 4.07 -0.50 -1.81
H -1.86 -0.49 -0.41
H -1.08 -0.57 1.21
H -2.59 0.49 1.07
H -1.01 1.56 -0.79
H -0.27 2.11 0.73
```

**ΔE to the lowest compared entry with this formula, charge and spin**: 10.1186 eV
**HOMO (alpha / beta)**: -0.50442 / -0.50777 Ha
**Charge**: +1

Results of the Mulliken charge analysis, in e, for atoms 1 through 2: atom 1 (C): -0.389, atom 2 (C): 0.135

=====

no.,calculated total energy (eV)
1,-19424.6687
2,-18041.9013
3,-148631.1618
4,-372261.4824
5,-59383.7915
6,-9810.4891
7,-12357.4776